1.
ORCA calculation (wB97M-V/def2-TZVPD) on a 12-piece molecular cluster, C84H116Cl4N14O4 overall at a distorted geometry.

The net charge is +10. The value obtained for the HOMO energy is -21.67 eV. The orbital gap comes out at 4.39 eV. For the lowest unoccupied orbital energy, the calculation gives -17.28 eV.

Last column: Mulliken charge in e.
Element x y z (Å)
C 24.95327 30.06781 10.00638  -0.79
N 26.19483 29.50677 10.63938  0.02
C 26.67333 29.99782 11.80733  -0.31
C 27.70480 29.49262 12.50929  -0.49
C 28.39018 28.42037 11.94586  0.60
C 27.90773 27.79311 10.77760  -0.53
C 26.80379 28.41204 10.19135  -0.34
C 29.65704 27.91612 12.63514  0.59
C 30.74766 28.79717 12.63678  -0.58
C 31.94942 28.34146 13.04839  -0.40
N 32.09474 27.06640 13.40780  0.05
C 31.04719 26.23019 13.48318  -0.16
C 29.81237 26.59514 13.04836  -0.55
C 33.45881 26.69833 13.85072  -0.91
H 25.22662 30.15164 8.96750  0.38
H 24.69146 31.02598 10.45623  0.30
H 24.13342 29.36668 10.10360  0.34
H 26.07690 30.80589 12.16863  0.41
H 28.06464 29.92628 13.44102  0.56
H 28.29825 26.87856 10.33973  0.50
H 26.40849 27.99853 9.29071  0.53
H 30.60327 29.80992 12.24521  0.54
H 32.87037 28.99381 13.10406  0.43
H 31.27022 25.23951 13.80928  0.48
H 29.02810 25.82021 12.99894  0.22
H 33.44648 25.79838 14.44727  0.32
H 33.92215 27.50985 14.41070  0.38
H 34.06085 26.47072 12.98731  0.37
C 10.71286 24.16316 18.89925  -0.78
N 11.21305 22.74196 18.83770  0.00
C 11.64817 22.24337 19.98777  -0.43
C 12.20029 20.95517 20.06144  -0.69
C 12.20156 20.16352 18.93721  0.94
C 11.70418 20.65873 17.73857  -0.73
C 11.29330 22.01019 17.71145  -0.20
C 12.51038 18.68950 19.20441  0.86
C 13.61456 18.27163 20.02608  -0.74
C 13.75541 16.93572 20.33180  -0.11
N 12.91144 16.05016 19.89688  -0.02
C 12.01206 16.36729 18.94313  -0.41
C 11.74975 17.67397 18.61597  -0.84
C 12.99490 14.59855 20.32764  -0.94
H 11.31848 24.66548 19.64482  0.35
H 9.65683 24.11482 19.19340  0.37
H 10.74871 24.60808 17.88531  0.32
H 11.51874 22.93509 20.81634  0.46
H 12.47458 20.55683 21.06889  0.45
H 11.58895 20.14092 16.78926  0.48
H 11.02268 22.47923 16.77388  0.44
H 14.42035 18.91749 20.37404  0.52
H 14.50437 16.50820 20.93496  0.51
H 11.40803 15.56166 18.54537  0.54
H 10.88787 17.85822 18.01350  0.55
H 11.98996 14.31328 20.53159  0.42
H 13.51056 14.52487 21.29135  0.36
H 13.36794 13.96120 19.52640  0.33
C 30.35673 17.67154 24.49380  -0.83
N 29.86567 18.28733 23.20945  0.00
C 30.51324 18.12983 22.08993  -0.20
C 30.11998 18.79108 20.93250  -0.81
C 29.01081 19.57232 20.99648  1.00
C 28.29759 19.73507 22.19510  -0.73
C 28.75215 19.10853 23.28079  -0.50
C 28.61620 20.24588 19.71961  0.83
C 28.75332 19.46673 18.52627  -0.53
C 28.50614 20.09535 17.35052  -0.57
N 28.13356 21.36981 17.33065  0.19
C 27.89667 22.04828 18.44432  -0.07
C 28.10198 21.50761 19.67734  -0.99
C 28.00664 22.05778 16.00281  -0.92
H 31.35303 17.23713 24.41389  0.32
H 29.54402 17.01252 24.74425  0.36
H 30.44186 18.45246 25.24552  0.36
H 31.40160 17.47516 22.20798  0.40
H 30.67509 18.58904 20.03450  0.63
H 27.40314 20.34663 22.29009  0.50
H 28.30884 19.23188 24.25301  0.49
H 29.05638 18.42469 18.46817  0.52
H 28.63003 19.64216 16.37799  0.50
H 27.45057 23.00732 18.25327  0.42
H 27.81302 22.04888 20.53544  0.52
H 27.32349 21.35244 15.53705  0.31
H 28.95918 22.05577 15.54336  0.37
H 27.56771 23.03787 16.10281  0.29
C 15.10147 17.45467 10.91914  -0.85
N 15.66121 16.55622 12.01461  0.07
C 15.93892 17.03014 13.25094  -0.39
C 16.48004 16.25534 14.24692  -0.47
C 16.65001 14.90078 13.96324  1.60
C 16.34780 14.42810 12.70347  -0.68
C 15.81728 15.28154 11.73924  -0.67
C 17.16832 13.89599 14.99375  1.31
C 17.69016 14.39403 16.16659  -0.71
C 18.06820 13.46457 17.11833  -0.42
N 17.94752 12.11916 16.94009  0.06
C 17.42051 11.66337 15.77693  -0.63
C 17.01510 12.51902 14.80328  -0.66
C 18.54747 11.20790 17.92374  -0.82
H 14.74447 18.39011 11.39253  0.31
H 14.26050 16.95849 10.46305  0.40
H 15.87362 17.67977 10.18522  0.35
H 15.80963 18.10893 13.32637  0.39
H 16.87209 16.76142 15.15401  0.23
H 16.48826 13.42282 12.33811  0.34
H 15.50519 14.96728 10.73610  0.49
H 17.85024 15.44137 16.39100  0.33
H 18.50552 13.67431 18.09374  0.42
H 17.33305 10.58396 15.68874  0.50
H 16.67020 12.03119 13.89062  0.41
H 19.27950 10.54578 17.52048  0.40
H 17.77546 10.53727 18.32809  0.39
H 18.99785 11.81709 18.68314  0.23
C 25.70954 10.24001 21.05067  -0.84
N 25.50495 11.58934 20.38096  -0.02
C 26.14620 11.95103 19.26424  -0.28
C 25.78960 13.08900 18.55810  -0.67
C 24.70714 13.83328 18.99925  1.16
C 24.12247 13.50498 20.23060  -0.82
C 24.57354 12.39722 20.90724  -0.30
C 24.15855 15.04790 18.22611  1.49
C 24.46592 15.23898 16.83834  -0.85
C 24.04635 16.34026 16.18911  -0.45
N 23.15202 17.13635 16.72964  0.55
C 22.87590 17.05779 18.04172  -0.52
C 23.36854 16.02803 18.81649  -1.04
C 22.57529 18.31678 15.96697  -1.04
H 26.78198 10.05690 21.01512  0.41
H 25.05465 9.51083 20.59813  0.35
H 25.33510 10.37577 22.04985  0.33
H 26.74378 11.15679 18.81806  0.45
H 26.24183 13.14841 17.59577  0.38
H 23.42782 14.10210 20.77178  0.34
H 24.11559 12.10648 21.84758  0.39
H 25.12180 14.56106 16.26958  0.29
H 24.18472 16.44496 15.13568  0.61
H 22.31122 17.85768 18.54611  0.58
H 23.25893 16.06018 19.88067  0.58
H 23.17376 19.11988 16.37263  0.38
H 21.50991 18.27511 16.16900  0.46
H 22.82382 18.18350 14.89686  -0.09
C 17.35521 22.69424 16.62918  -0.89
N 18.70234 22.40582 16.14450  0.24
C 19.07092 21.27445 15.51222  -0.56
C 20.33778 21.13958 14.93298  -0.62
C 21.24511 22.25048 14.89841  1.05
C 20.88838 23.29125 15.71152  -0.54
C 19.63647 23.33707 16.35870  -0.80
C 22.35326 22.32069 13.83738  1.11
C 22.68340 21.22471 13.02818  -0.63
C 23.60113 21.39252 12.05545  -0.39
N 24.20112 22.53514 11.73674  0.25
C 23.91904 23.63472 12.45788  -1.22
C 22.94769 23.55669 13.54226  -0.78
C 25.27665 22.56445 10.72122  -0.77
H 16.72516 23.12370 15.85760  0.35
H 17.40808 23.51022 17.38552  0.26
H 16.87419 21.80702 17.06490  0.37
H 18.35443 20.45503 15.43333  0.59
H 20.65110 20.21596 14.43993  0.24
H 21.50839 24.16244 15.97610  0.51
H 19.22182 24.18392 16.89013  0.73
H 22.21216 20.27539 13.14118  0.40
H 23.94732 20.57316 11.41988  0.34
H 24.35763 24.54776 12.12403  0.90
H 22.76832 24.43687 14.11779  0.41
H 25.45422 21.51943 10.42939  0.26
H 26.10822 23.10206 11.14701  0.31
H 24.82747 22.92555 9.77303  0.37
C 21.62124 18.80980 23.20583  -0.69
O 22.51928 19.74742 22.45507  -0.29
C 22.59943 21.06040 23.06358  -0.56
C 21.89380 22.05451 22.21439  -0.59
N 21.94234 23.46736 22.68538  -0.12
H 21.63335 23.44979 23.66302  0.38
H 22.92845 23.72190 22.67531  0.41
C 21.16821 24.50146 21.85310  -0.60
C 19.75853 24.49045 22.28586  -0.52
O 19.12238 23.36465 21.74324  -0.14
C 17.73726 23.38559 21.79720  -0.75
H 21.91941 17.82848 22.86102  0.13
H 20.59768 19.01618 22.87409  0.30
H 21.67591 18.88090 24.28191  0.39
H 23.63360 21.40778 23.16235  0.30
H 22.24932 20.88307 24.06938  0.43
H 20.84114 21.81102 22.25064  0.33
H 22.29793 22.05946 21.21349  0.30
H 21.37125 24.27261 20.79570  0.19
H 21.71052 25.41656 22.00887  0.32
H 19.32072 25.48855 21.97057  0.44
H 19.79576 24.47374 23.39676  0.39
H 17.37932 22.34325 21.48994  0.10
H 17.25180 24.07923 21.09754  0.25
H 17.41527 23.66840 22.78186  0.42
C 22.00078 14.03464 8.50272  -0.64
O 20.79258 14.26326 9.22266  -0.34
C 20.73879 13.58527 10.40329  -0.78
C 20.22749 14.59192 11.41873  -0.35
N 21.14804 15.77649 11.49570  0.22
H 21.30195 16.30351 10.63792  0.57
H 20.69950 16.46032 12.08971  0.18
C 22.53865 15.55298 11.93664  -0.63
C 23.39200 16.71713 11.51802  -0.53
O 23.05631 17.00573 10.17908  -0.45
C 24.25768 17.47497 9.32301  -0.68
H 21.85645 14.37382 7.49731  0.29
H 22.18748 12.95200 8.47373  0.37
H 22.91297 14.39571 8.96757  0.20
H 21.68399 13.15183 10.76093  0.45
H 20.06499 12.69280 10.39322  0.44
H 20.21499 14.20614 12.44374  0.22
H 19.29390 14.94560 11.02550  0.30
H 22.82004 14.65198 11.38707  0.37
H 22.50448 15.46532 13.01580  0.28
H 24.44121 16.37338 11.56506  0.58
H 23.32725 17.64215 12.08009  0.03
H 25.11728 16.85149 9.62381  0.39
H 24.39072 18.54128 9.47768  0.14
H 23.91754 17.18070 8.33495  0.31
Cl 20.23270 24.79606 18.97446  -0.61
Cl 26.56307 24.46185 13.47102  -0.68
Cl 25.55331 19.40062 16.58283  -0.76
Cl 20.17241 16.62537 14.41149  -0.78

Atoms 1-3, force components in eV/Å:
0.82 -0.28 -0.11
0.70 -0.37 1.72
-2.17 1.26 -0.35

---

2.
ORCA calculation (wB97M-V/def2-TZVPD) on a 2-piece molecular cluster, C4H8N2O overall at a distorted geometry.

The net charge is 0. The value obtained for the HOMO energy is -9.74 eV. The SMILES is CC(=O)C#N.CN. The orbital gap comes out at 9.98 eV. For the lowest unoccupied orbital energy, the calculation gives 0.24 eV. As for the energy above the lowest of the compared OMol25 structures with the same formula, charge and spin: 2.000 eV.

Last column: natural (NBO) charge in e.
Element x y z (Å)
C 2.15874 0.66596 -0.51818  -0.70
C 1.49107 -0.62402 -0.13739  0.53
O 1.45234 -1.62340 -0.81074  -0.49
C 0.94599 -0.61648 1.25027  0.18
N 0.54612 -0.56929 2.33528  -0.29
H 3.11779 0.71255 0.01254  0.25
H 2.34013 0.69176 -1.59372  0.24
H 1.55708 1.52181 -0.20121  0.24
C -2.26338 0.34476 0.25862  -0.42
N -1.20198 -0.37903 -0.43423  -0.84
H -2.40213 1.31926 -0.21863  0.19
H -1.95518 0.51842 1.29557  0.20
H -3.23446 -0.17189 0.27220  0.17
H -1.40156 -0.45828 -1.42667  0.36
H -1.15057 -1.33213 -0.08371  0.36

Atoms 1-3, force components in eV/Å:
-0.01 0.02 -0.09
0.13 -0.27 -0.25
0.08 0.42 0.38